#1
Computed, not measured: an isolated molecule of C6H7N5O, with ωB97M-V/def2-TZVPD.

Each atom is followed by the atoms it is bonded to, with distances in Å.
Geometry (Å):
1 C -3.177 0.694 -0.976  O2 1.441, H13 1.095, H14 1.100, H15 1.096
2 O -3.144 0.427 0.440  C1 1.441, C3 1.325
3 C -1.959 0.116 0.944  O2 1.325, N4 1.297, C12 1.481
4 N -1.802 -0.216 2.188  C3 1.297, N5 1.250
5 N -0.628 -0.483 2.528  N4 1.250, C6 1.421
6 C 0.188 -0.338 1.374  N5 1.421, N7 1.292, C12 1.417
7 N 1.466 -0.510 1.287  C6 1.292, N8 1.368
8 N 1.973 -0.294 0.035  N7 1.368, C9 1.416, C10 1.353
9 C 3.364 -0.545 -0.060  N8 1.416, H16 1.098, H17 1.088, H18 1.104
10 C 1.167 0.095 -0.979  N8 1.353, N11 1.307, H19 1.080
11 N -0.133 0.222 -0.964  C10 1.307, C12 1.359
12 C -0.632 0.065 0.290  C3 1.481, C6 1.417, N11 1.359
13 H -2.721 -0.113 -1.559  C1 1.095
14 H -2.596 1.603 -1.188  C1 1.100
15 H -4.235 0.858 -1.209  C1 1.096
16 H 3.875 0.209 0.553  C9 1.098
17 H 3.695 -0.439 -1.091  C9 1.088
18 H 3.635 -1.546 0.319  C9 1.104
19 H 1.667 0.197 -1.932  C10 1.080

## Properties
Structure (SMILES): COc1nnc2nn(C)cnc1-2
Net charge: 0
Kohn-Sham gap, Ha: 0.24528
Lowest unoccupied orbital energy, eV: -0.957
Highest occupied orbital energy, eV: -7.6312

***

#2
Computed, not measured: a cluster of 4 separate species, C6H7N5O in total, with ωB97M-V/def2-TZVPD.

Each atom is followed by the atoms it is bonded to, with distances in Å.
Geometry (Å):
1 C -3.540 -1.065 0.122  H7 1.184, H8 1.221, H9 1.202, O19 1.395
2 C -1.910 0.837 0.031  C6 1.449, N14 1.310, O19 1.388
3 C 0.137 1.480 -0.139  C6 1.515, N15 1.414, N16 1.345
4 C 3.579 0.092 0.120  N17 1.541
5 C 1.304 -0.966 -0.240  H13 1.243, N17 1.397, N18 1.323
6 C -0.616 0.186 0.094  C2 1.449, C3 1.515, N18 1.395
7 H -3.293 -1.676 1.106  C1 1.184
8 H -2.746 -1.497 -0.699  C1 1.221
9 H -4.700 -1.240 -0.135  C1 1.202
10 H 4.061 -0.353 -1.215  no bonds
11 H 3.959 -1.030 1.164  no bonds
12 H 4.137 1.659 0.389  no bonds
13 H 1.846 -2.071 -0.416  C5 1.243
14 N -1.876 2.146 0.011  C2 1.310, N15 1.335
15 N -0.653 2.653 -0.163  C3 1.414, N14 1.335
16 N 1.468 1.447 0.051  C3 1.345, N17 1.427
17 N 2.040 0.146 0.176  C4 1.541, C5 1.397, N16 1.427
18 N -0.018 -1.024 -0.260  C5 1.323, C6 1.395
19 O -3.180 0.278 0.004  C1 1.395, C2 1.388

## Properties
Net charge: 0
Kohn-Sham gap, Ha: 0.24755
Lowest unoccupied orbital energy, eV: -1.519
Highest occupied orbital energy, eV: -8.2553

***

Winner for stability: #1

***

#1
Computed, not measured: a cluster of 2 separate species, C4H6N2 in total, with ωB97M-V/def2-TZVPD.

Each atom is followed by the atoms it is bonded to, with distances in Å.
Geometry (Å):
1 C -24.716 7.308 -2.210  C2 1.480, H4 1.090, H5 1.090, H6 1.090
2 C -25.768 8.231 -1.730  C1 1.480, N3 1.163
3 N -26.643 8.907 -1.369  C2 1.163
4 H -24.450 6.555 -1.469  C1 1.090
5 H -23.857 7.938 -2.445  C1 1.090
6 H -25.075 6.750 -3.075  C1 1.090
7 C -24.125 10.831 1.708  C8 1.452, H10 1.090, H11 1.090, H12 1.090
8 C -24.969 10.056 2.600  C7 1.452, N9 1.143
9 N -25.693 9.461 3.254  C8 1.143
10 H -23.401 11.420 2.272  C7 1.090
11 H -24.779 11.396 1.045  C7 1.090
12 H -23.559 10.082 1.153  C7 1.090

## Properties
Structure (SMILES): CC#N.CC#N
Net charge: 0
Kohn-Sham gap, Ha: 0.44672
Lowest unoccupied orbital energy, eV: 0.529
Highest occupied orbital energy, eV: -11.6267

***

#2
Computed, not measured: an isolated molecule of C4H6N2, with ωB97M-V/def2-TZVPD.

Each atom is followed by the atoms it is bonded to, with distances in Å.
Geometry (Å):
1 N -0.250 0.390 1.595  C2 1.474, H7 1.019, H8 1.015
2 C -0.232 0.717 0.157  N1 1.474, C3 1.509, C6 1.523, H9 1.097
3 C -1.052 -0.359 -0.512  C2 1.509, C4 1.334, H10 1.082
4 C -0.191 -1.192 -1.100  C3 1.334, N5 1.438, H11 1.081
5 N 1.167 -0.721 -1.061  C4 1.438, C6 1.278
6 C 1.124 0.408 -0.462  C2 1.523, N5 1.278, H12 1.088
7 H 0.229 -0.506 1.672  N1 1.019
8 H 0.281 1.053 2.149  N1 1.015
9 H -0.581 1.744 0.000  C2 1.097
10 H -2.122 -0.461 -0.385  C3 1.082
11 H -0.380 -2.115 -1.630  C4 1.081
12 H 2.007 1.042 -0.422  C6 1.088

## Properties
Structure (SMILES): N[C@@H]1C=CN=C1
Net charge: 0
Kohn-Sham gap, Ha: 0.35632
Lowest unoccupied orbital energy, eV: 0.561
Highest occupied orbital energy, eV: -9.1346

***

#3
Computed, not measured: an isolated molecule of C4H6N2, with ωB97M-V/def2-TZVPD.

Each atom is followed by the atoms it is bonded to, with distances in Å.
Geometry (Å):
1 N 0.710 -0.313 1.726  C2 1.377, H7 1.010, H8 1.011
2 C 0.143 -0.048 0.500  N1 1.377, C3 1.353, C6 1.511
3 C -0.989 0.630 0.198  C2 1.353, C4 1.457, H9 1.083
4 C -1.091 0.592 -1.254  C3 1.457, N5 1.288, H10 1.089
5 N -0.143 -0.033 -1.861  C4 1.288, C6 1.455
6 C 0.797 -0.405 -0.814  C2 1.511, N5 1.455, H11 1.097, H12 1.098
7 H 1.260 -1.158 1.790  N1 1.010
8 H 0.087 -0.207 2.515  N1 1.011
9 H -1.691 1.091 0.882  C3 1.083
10 H -1.900 1.049 -1.823  C4 1.089
11 H 1.147 -1.441 -0.897  C6 1.097
12 H 1.670 0.244 -0.963  C6 1.098

## Properties
Structure (SMILES): NC1=CC=NC1
Net charge: 0
Kohn-Sham gap, Ha: 0.33728
Lowest unoccupied orbital energy, eV: 0.920
Highest occupied orbital energy, eV: -8.2576

***

#4
Computed, not measured: an isolated molecule of C4H6N2, with ωB97M-V/def2-TZVPD.

Each atom is followed by the atoms it is bonded to, with distances in Å.
Geometry (Å):
1 C -0.602 0.036 -1.357  C2 1.517, H7 1.092, H8 1.096, H9 1.094
2 C -0.258 0.148 0.116  C1 1.517, C3 1.457, C5 1.493, N6 1.455
3 C -0.968 -0.763 1.004  C2 1.457, N4 1.160
4 N -1.185 -1.773 1.531  C3 1.160
5 C 1.151 0.006 0.590  C2 1.493, N6 1.466, H10 1.089, H11 1.074
6 N 0.537 1.326 0.424  C2 1.455, C5 1.466, H12 1.017
7 H -0.664 -1.009 -1.669  C1 1.092
8 H 0.149 0.555 -1.962  C1 1.096
9 H -1.570 0.509 -1.548  C1 1.094
10 H 1.294 -0.250 1.639  C5 1.089
11 H 1.799 -0.496 -0.105  C5 1.074
12 H 0.315 1.712 1.338  N6 1.017

## Properties
Structure (SMILES): C[C@@]1(C#N)CN1
Net charge: 0
Kohn-Sham gap, Ha: 0.39655
Lowest unoccupied orbital energy, eV: 0.853
Highest occupied orbital energy, eV: -9.9382

***

Winner for stability: #3

***

#1
Computed, not measured: a cluster of 2 separate species, C4H6N2 in total, with ωB97M-V/def2-TZVPD.

Each atom is followed by the atoms it is bonded to, with distances in Å.
Geometry (Å):
1 N 0.075 -0.986 1.539  C2 1.313, H7 1.017, H8 1.012
2 C 0.370 -1.218 0.281  N1 1.313, C5 1.441
3 C 0.961 1.045 -0.720  C4 1.332, H9 1.086, H10 1.087
4 C -0.315 1.420 -0.653  C3 1.332, H11 1.089, H12 1.087
5 C -0.774 -1.528 -0.540  C2 1.441, N6 1.163
6 N -1.583 -1.886 -1.294  C5 1.163
7 H -0.860 -0.929 1.934  N1 1.017
8 H 0.834 -0.795 2.180  N1 1.012
9 H 1.378 0.571 -1.604  C3 1.086
10 H 1.650 1.190 0.108  C3 1.087
11 H -0.734 1.864 0.248  C4 1.089
12 H -1.002 1.252 -1.479  C4 1.087

## Properties
Net charge: 0
Kohn-Sham gap, Ha: 0.33061
Lowest unoccupied orbital energy, eV: 0.057
Highest occupied orbital energy, eV: -8.9395

***

#2
Computed, not measured: an isolated molecule of C4H6N2, with ωB97M-V/def2-TZVPD.

Each atom is followed by the atoms it is bonded to, with distances in Å.
Geometry (Å):
1 N 2.051 0.125 0.077  C2 1.414, H7 1.001, H8 1.001
2 C 0.643 0.046 -0.034  N1 1.414, C3 1.305, N6 1.363
3 C 0.371 1.273 -0.385  C2 1.305, H9 1.083
4 C -1.921 0.609 -0.171  C5 1.334, H10 1.119
5 C -1.614 -0.668 0.067  C4 1.334, N6 1.429, H11 1.103
6 N -0.225 -0.978 0.198  C2 1.363, C5 1.429, H12 1.006
7 H 2.642 -0.168 -0.675  N1 1.001
8 H 2.446 0.231 0.991  N1 1.001
9 H 0.775 2.269 -0.252  C3 1.083
10 H -3.024 0.777 -0.254  C4 1.119
11 H -2.254 -1.559 0.180  C5 1.103
12 H 0.108 -1.924 0.268  N6 1.006

## Properties
Net charge: 0
Kohn-Sham gap, Ha: 0.31896
Lowest unoccupied orbital energy, eV: 0.611
Highest occupied orbital energy, eV: -8.0687

***

Winner for stability: #1